1.
Here is a single C3H8N4O molecule at a distorted geometry from the Open Molecules 2025 dataset. Energies are from wB97M-V/def2-TZVPD.

Last column: Mulliken charge in e.
CARTESIAN COORDINATES (ANGSTROEM)
N  2.42281  1.11821  0.46208  -0.50
C  1.50225  1.67325  -0.41628  0.20
N  0.29785  1.42476  -0.85143  -0.66
N  -0.52547  0.56731  -0.01054  -0.03
C  -0.22116  -0.70400  0.24186  0.37
O  1.01801  -1.07432  0.22998  -0.76
C  -1.51763  -1.62526  0.37340  -0.31
N  -2.72286  -0.93912  -0.11188  -0.59
H  3.33380  1.43199  0.22817  0.27
H  2.41320  0.02317  0.60902  0.31
H  2.08559  2.42554  -1.00478  0.24
H  -1.60059  0.40852  -0.30832  0.44
H  -1.53407  -1.80609  1.41794  0.26
H  -1.16330  -2.57808  -0.02799  0.30
H  -3.07800  -1.47316  -0.90835  0.23
H  -3.48774  -1.09948  0.54293  0.24

Calculated values
Energy: -11246.6763 eV
Maximum force: 4.36 eV Å⁻¹
2S+1: 1
Orbital gap: 9.22 eV

=====

2.
Here is a single C3H8N4O2 molecule at a distorted geometry from the Open Molecules 2025 dataset. Energies are from wB97M-V/def2-TZVPD.

Last column: Mulliken charge in e.
CARTESIAN COORDINATES (ANGSTROEM)
C  -0.61463  -1.35842  0.27791  -0.30
C  -1.84194  -0.49300  0.12543  -0.74
C  -0.83532  1.51750  -0.55230  -0.50
N  1.38460  -0.54600  -0.29075  -0.24
N  0.42984  -0.47052  0.60945  -0.25
N  2.46961  0.05353  -0.07195  0.69
N  -1.70692  0.57722  -0.87395  -0.06
O  2.75029  0.76356  1.21642  -0.46
O  3.45467  -0.02520  -0.86485  -0.66
H  -0.70412  -1.93230  1.34048  0.24
H  -0.34789  -1.93635  -0.61809  0.46
H  -2.64057  -1.19936  -0.10664  0.36
H  -2.17146  -0.09596  1.07133  0.33
H  -0.73930  1.72714  0.51668  0.29
H  -0.60021  2.24842  -1.41763  0.27
H  -1.96698  0.46386  -1.80142  0.24
H  3.68033  0.70587  1.43989  0.34

Calculated values
Energy: -13288.0597 eV
Maximum force: 3.56 eV Å⁻¹
2S+1: 1
Orbital gap (alpha / beta): 5.50 / 8.28 eV

=====

3.
Here is a single C3H8N4O2 molecule at a distorted geometry from the Open Molecules 2025 dataset. Energies are from wB97M-V/def2-TZVPD.

Last column: Mulliken charge in e.
CARTESIAN COORDINATES (ANGSTROEM)
C  1.27443  0.47157  -2.00103  -0.99
C  0.57828  0.30202  -0.72441  0.71
N  -0.16937  -0.78548  -0.73282  -0.39
O  -1.14236  -0.58863  0.41313  -0.30
C  -1.53956  -1.76989  0.92296  0.63
N  -2.99701  -1.43624  1.09939  -0.49
O  -0.84282  -2.87377  0.88410  -0.55
N  0.47677  1.31945  0.30710  -0.25
N  1.99918  1.71168  0.72891  -0.58
H  2.43045  0.27955  -2.14941  0.24
H  1.24120  1.52650  -2.52346  0.29
H  0.70812  -0.02381  -3.09810  0.29
H  -3.42682  -0.62414  1.09777  0.22
H  -3.12241  -2.41163  1.85441  0.34
H  0.31022  0.71412  1.22367  0.29
H  2.16243  2.80118  0.87028  0.25
H  2.05927  1.38754  1.82751  0.29

Calculated values
Energy: -13288.8233 eV
Maximum force: 15.44 eV Å⁻¹
2S+1: 1
Orbital gap: 10.12 eV

=====

4.
Here is a single C3H8N4S molecule at a distorted geometry from the Open Molecules 2025 dataset. Energies are from wB97M-V/def2-TZVPD.

Last column: Mulliken charge in e.
CARTESIAN COORDINATES (ANGSTROEM)
C  0.99889  1.53566  0.10719  -0.86
N  -0.11712  0.73431  -0.40815  -0.16
C  -0.35796  -0.55872  -0.16084  0.65
N  -1.63135  -0.95597  -0.15311  -0.62
C  -2.72541  -0.14380  0.31507  -0.24
S  -4.31294  -0.39994  -0.12889  -0.27
N  0.58332  -1.52360  0.20469  -0.06
N  1.99597  -1.51229  -0.16964  -0.70
H  0.72240  2.59046  -0.05977  0.32
H  2.03107  1.11136  -0.51812  0.22
H  1.36656  1.42890  1.23855  0.27
H  -0.84255  1.14891  -0.91917  0.30
H  -2.49990  0.85939  0.80175  0.28
H  0.34429  -2.48420  0.39845  0.28
H  2.08425  -1.13115  -1.09036  0.30
H  2.36050  -0.69933  0.54235  0.29

Calculated values
Energy: -20033.1022 eV
Maximum force: 4.83 eV Å⁻¹
2S+1: 1
Orbital gap: 8.13 eV

=====

5.
Here is 2 unconnected molecules or ions with the total composition C3H8N5 at a distorted geometry from the Open Molecules 2025 dataset. Energies are from wB97M-V/def2-TZVPD.

Last column: Mulliken charge in e.
CARTESIAN COORDINATES (ANGSTROEM)
C  -0.77264  1.34471  1.23433  0.08
C  -2.16792  -0.37966  1.03468  -0.25
C  -0.21100  -0.35233  -0.36934  -0.08
N  -1.87367  0.76359  1.59576  -0.41
N  0.08151  0.98935  0.28019  0.55
N  -1.46414  -0.86012  0.02935  -0.05
N  0.10039  -0.57362  -1.73922  -0.45
N  1.32408  1.47272  0.11175  -0.84
H  -0.59118  2.23393  1.85496  0.40
H  -3.06214  -0.78163  1.33856  0.48
H  0.80235  -1.52199  0.72235  0.21
H  -1.56286  -1.76921  -0.37309  0.26
H  -0.25656  -1.45844  -2.07669  0.25
H  1.08871  -0.42317  -1.98869  0.27
H  1.70091  1.95414  1.03544  0.32
H  1.91557  0.71241  -0.31444  0.28

Calculated values
Energy: -10677.6379 eV
Maximum force: 7.45 eV Å⁻¹
Total charge: +1
2S+1: 3
Orbital gap (alpha / beta): 6.00 / 6.71 eV

=====

6.
Here is a molecular structure, C3H8N5S at a distorted geometry from the Open Molecules 2025 dataset. Energies are from wB97M-V/def2-TZVPD.

Last column: Mulliken charge in e.
CARTESIAN COORDINATES (ANGSTROEM)
C  1.18101  -0.31723  0.87837  0.44
C  -1.92986  -2.06797  -0.78442  -0.29
C  3.17073  0.13301  -0.57611  -0.63
N  0.10158  -0.59360  1.40731  -0.56
N  -1.57253  1.57527  -0.59475  -0.16
N  2.08345  0.18565  0.31015  -0.10
N  -1.53023  0.38516  -0.81068  -0.02
N  -1.93657  2.18414  0.47323  -0.10
S  -1.92104  -0.87591  0.30552  0.19
H  -1.65719  -1.88161  -1.80902  0.33
H  -2.20512  -3.05737  -0.46448  0.31
H  3.66273  -0.84098  -0.55581  0.32
H  2.80852  0.33109  -1.58589  0.29
H  3.87673  0.91361  -0.29380  0.25
H  0.03029  -0.97714  2.33312  0.24
H  -2.24678  1.70977  1.32166  0.21
H  -1.91570  3.19411  0.44559  0.27

Calculated values
Energy: -21515.3456 eV
Maximum force: 2.29 eV Å⁻¹
Total charge: +1
2S+1: 1
Orbital gap: 8.48 eV

=====

7.
Here is 2 unconnected molecules or ions with the total composition C3H8NO at a distorted geometry from the Open Molecules 2025 dataset. Energies are from wB97M-V/def2-TZVPD.

Last column: Mulliken charge in e.
CARTESIAN COORDINATES (ANGSTROEM)
C  -0.30673  -0.26679  -0.89834  -0.22
O  0.85747  0.17669  -1.51788  -0.89
C  -1.17897  0.27250  0.58562  0.02
C  0.13492  -0.27532  0.72659  -0.48
N  -2.37883  -0.26017  0.82283  -0.83
H  -0.48626  -1.35839  -1.05797  0.17
H  -1.09655  0.17770  -1.50664  0.32
H  -1.22108  1.34800  0.51688  0.42
H  3.25323  1.16134  -0.08147  -0.08
H  0.99910  0.36358  0.78767  0.08
H  0.22730  -1.22907  1.23540  0.25
H  3.52628  1.10249  -0.78647  0.07
H  -2.32987  -1.21254  1.17377  0.15

Calculated values
Energy: -6774.1265 eV
Maximum force: 6.82 eV Å⁻¹
Total charge: -1
2S+1: 1
Orbital gap: 7.21 eV

=====

8.
Here is 2 unconnected molecules or ions with the total composition C3H8NO at a distorted geometry from the Open Molecules 2025 dataset. Energies are from wB97M-V/def2-TZVPD.

Last column: Mulliken charge in e.
CARTESIAN COORDINATES (ANGSTROEM)
C  -1.57389  1.24847  0.69065  -0.44
O  -0.49220  1.88297  0.05818  -0.62
H  -1.69749  1.82108  1.61929  0.17
H  -2.52765  1.38874  0.13696  0.18
H  -1.54995  0.15470  0.69461  0.12
C  0.03055  -2.07629  0.14110  -1.00
C  1.03280  -1.35465  -0.50422  -0.04
N  1.31721  -0.03974  -0.50530  -0.60
H  -0.33330  -1.77918  1.11299  0.33
H  -0.43718  -2.84841  -0.45211  0.14
H  1.61338  -1.87540  -1.28762  0.21
H  2.29634  0.10155  -0.73622  0.09
H  0.30235  1.23737  -0.06183  0.46

Calculated values
Energy: -6776.8966 eV
Maximum force: 1.70 eV Å⁻¹
Total charge: -1
2S+1: 1
Orbital gap: 6.63 eV

=====

9.
Here is 2 unconnected molecules or ions with the total composition C3H8NO at a distorted geometry from the Open Molecules 2025 dataset. Energies are from wB97M-V/def2-TZVPD.

Last column: Mulliken charge in e.
CARTESIAN COORDINATES (ANGSTROEM)
C  -0.15578  -2.45352  1.22887  -0.54
O  -0.96816  -1.38415  1.73402  -0.52
H  -0.53166  -2.91819  0.31259  0.23
H  -0.11141  -3.24596  1.98854  0.24
H  0.84380  -2.00367  1.18739  0.23
C  0.41137  2.61165  -1.56191  -1.01
C  -0.15660  1.49062  -0.86528  -0.04
N  0.51770  0.43853  -0.42255  -0.61
H  1.38874  2.98650  -1.26971  0.15
H  -0.37248  3.34938  -1.75702  0.16
H  -1.22288  1.32759  -1.03476  0.28
H  1.49329  0.73384  -0.43438  0.13
H  -1.13595  -0.93262  0.89419  0.30

Calculated values
Energy: -6776.7217 eV
Maximum force: 3.14 eV Å⁻¹
Total charge: -1
2S+1: 1
Orbital gap: 5.68 eV

=====

10.
Here is 2 unconnected molecules or ions with the total composition C3H8NO at a distorted geometry from the Open Molecules 2025 dataset. Energies are from wB97M-V/def2-TZVPD.

Last column: Mulliken charge in e.
CARTESIAN COORDINATES (ANGSTROEM)
C  -1.08605  -2.24758  0.13335  -0.49
O  -0.54287  -1.62154  -1.03573  -0.64
H  -0.49871  -3.18606  0.24971  0.17
H  -2.17653  -2.46042  -0.05760  0.17
H  -0.85128  -1.60725  0.98586  0.23
C  0.75118  2.46274  0.59430  -0.87
C  0.26587  1.44570  -0.16010  -0.03
N  0.88735  0.49022  -0.80617  -0.76
H  1.83208  2.76964  0.34068  0.14
H  0.28133  2.82273  1.45114  0.24
H  -0.82159  1.12137  -0.05946  0.21
H  1.84909  0.82857  -0.68279  0.13
H  0.11013  -0.81813  -0.95320  0.49

Calculated values
Energy: -6776.8854 eV
Maximum force: 3.84 eV Å⁻¹
Total charge: -1
2S+1: 1
Orbital gap: 6.39 eV

=====

11.
Here is 2 unconnected molecules or ions with the total composition C3H8NO at a distorted geometry from the Open Molecules 2025 dataset. Energies are from wB97M-V/def2-TZVPD.

Last column: Mulliken charge in e.
CARTESIAN COORDINATES (ANGSTROEM)
O  0.83897  -1.05691  0.14292  -0.44
C  1.58579  -0.89272  1.22776  0.15
C  1.14538  -0.28370  2.39455  -0.64
N  -1.72228  -0.17116  -1.42899  -0.45
C  -0.73190  0.88942  -1.75865  -0.49
H  2.64777  -1.18606  1.13414  0.34
H  1.84120  -0.11036  3.21464  0.28
H  0.10307  -0.14958  2.52192  0.31
H  -1.58443  -0.40936  -0.45102  0.18
H  -2.66008  -0.16175  -1.77351  0.17
H  -1.21861  1.89101  -1.57584  0.25
H  0.05467  0.85088  -0.85896  0.13
H  -0.29954  0.79029  -2.78895  0.21

Calculated values
Energy: -6775.1465 eV
Maximum force: 4.27 eV Å⁻¹
2S+1: 2
Orbital gap (alpha / beta): 9.31 / 6.32 eV

=====

12.
Here is 2 unconnected molecules or ions with the total composition C3H8NO at a distorted geometry from the Open Molecules 2025 dataset. Energies are from wB97M-V/def2-TZVPD.

Last column: Mulliken charge in e.
CARTESIAN COORDINATES (ANGSTROEM)
C  -1.01662  -0.52157  -0.48014  0.03
C  -1.41841  -0.73424  0.82094  -0.74
C  0.06478  0.94985  -2.03245  -0.05
N  0.07915  0.24981  -0.96562  0.08
H  -1.40186  -1.34461  -1.21585  0.29
H  -1.05620  -0.37660  1.71153  0.33
H  -2.22705  -1.33010  1.02486  0.26
H  0.91121  1.42919  -2.50937  0.30
H  -0.75043  0.77652  -2.82838  0.26
H  0.83359  0.26750  -0.22891  0.24
H  1.91180  0.90489  2.51579  0.34
H  2.19797  -0.43662  2.38322  0.30
O  1.87207  0.16598  1.80437  -0.65

Calculated values
Energy: -6769.0101 eV
Maximum force: 5.17 eV Å⁻¹
Total charge: +1
2S+1: 1
Orbital gap: 9.40 eV